# 1
This record from the Open Molecules 2025 dataset describes C33H43AsCl5N3O2PbSi2 as an isolated structure. The level of theory is the ωB97M-V functional and the def2-TZVPD basis.

Each line ends with the Mulliken charge.
Element x y z (Å)
Pb 0.8168 0.7322 -0.4075  1.25
C 1.6150 2.0238 -3.3043  -1.50
N 0.5162 1.1065 -3.0250  1.43
C -0.7685 1.7997 -3.2096  -0.48
C -1.1202 2.7855 -2.0825  0.20
C -2.4315 2.4745 -1.3292  -1.21
N -2.6288 1.0716 -0.9851  0.54
C -3.2960 0.8031 0.0499  -1.44
C -3.6794 -0.6051 0.4637  1.90
C -5.1414 -0.8297 0.3764  -0.79
C -5.8453 -1.4332 1.3421  -0.59
C -5.1985 -1.8289 2.5714  -0.73
C -3.8835 -1.6457 2.7771  -0.18
C -3.0407 -0.9913 1.7821  -0.47
O -1.8595 -0.7641 1.9972  -0.55
C 0.5386 -0.0693 -3.9018  -0.52
C 1.7973 -0.9304 -3.8433  -0.93
C 1.9681 -1.7079 -2.5421  -0.85
N 2.5118 -0.7964 -1.5551  0.09
C 3.7573 -0.8722 -1.2741  -0.53
C 4.5164 0.1333 -0.5773  0.76
C 5.8519 -0.1678 -0.2515  -0.67
C 6.7001 0.7669 0.2841  -0.79
C 6.2159 2.0692 0.4810  -0.49
C 4.9252 2.4015 0.1589  -0.68
C 4.0115 1.4484 -0.3626  0.28
O 2.8009 1.8311 -0.6199  -0.29
H 1.6811 2.2507 -4.3805  0.33
H 2.5587 1.6098 -2.9553  0.33
H 1.4601 2.9551 -2.7614  0.37
H -1.5477 1.0426 -3.2743  -0.30
H -0.7372 2.3282 -4.1769  0.35
H -1.2312 3.7919 -2.4909  0.43
H -0.2914 2.8453 -1.3718  -0.33
H -3.2682 2.7492 -1.9802  0.22
H -2.4994 3.1026 -0.4346  0.49
H -3.6887 1.5902 0.7087  0.43
H -5.6368 -0.4762 -0.5196  0.44
H -6.9042 -1.6169 1.2201  0.45
H -5.8056 -2.2659 3.3555  0.36
H -3.4066 -1.9110 3.7119  0.46
H 0.3940 0.2396 -4.9533  0.37
H -0.3215 -0.6781 -3.6129  -0.14
H 2.6899 -0.3160 -3.9777  0.34
H 1.7618 -1.6233 -4.6882  0.51
H 2.6241 -2.5755 -2.7018  0.47
H 0.9919 -2.0704 -2.2024  0.16
H 4.3322 -1.7353 -1.6413  0.19
H 6.2065 -1.1763 -0.4388  0.36
H 7.7200 0.5129 0.5373  0.40
H 6.8725 2.8259 0.8938  0.41
H 4.5466 3.4037 0.3155  0.45
Cl 2.2232 -0.0115 2.1380  -0.27
C 1.6900 1.6270 2.5105  0.96
C 0.9622 2.2823 1.5381  -1.73
C 0.5878 3.5709 1.8507  1.12
Cl -0.3120 4.4912 0.6634  -0.25
C 0.8972 4.1854 3.0636  -0.35
Cl 0.3972 5.8020 3.4020  -0.20
C 1.6248 3.4756 4.0174  0.65
Cl 2.0107 4.1960 5.5332  -0.20
C 2.0375 2.1740 3.7380  -0.41
Cl 2.9547 1.2814 4.8930  -0.21
C -4.7022 -0.0753 -3.2282  -1.02
Si -4.1952 -1.8206 -2.7492  0.67
C -5.7619 -2.8557 -2.6573  -1.21
C -3.1224 -2.4908 -4.1444  -1.26
As -2.7523 -1.8787 -0.8631  0.51
Si -3.1904 -4.0774 -0.0707  0.30
C -4.8964 -4.6101 0.5035  -1.01
C -2.6987 -5.1441 -1.5420  -1.22
C -1.9583 -4.3943 1.3079  -1.04
H -5.3507 -0.1285 -4.1061  0.51
H -3.8292 0.5262 -3.4829  0.11
H -5.2458 0.4525 -2.4440  0.27
H -6.3064 -2.7515 -3.5989  0.44
H -6.4226 -2.5351 -1.8498  0.33
H -5.5461 -3.9146 -2.5112  0.26
H -3.7401 -2.8451 -4.9723  0.43
H -2.4966 -3.3222 -3.8158  0.30
H -2.4624 -1.7100 -4.5265  0.32
H -5.6983 -4.2488 -0.1387  0.26
H -5.0938 -4.2694 1.5189  0.28
H -4.9282 -5.7027 0.5061  0.47
H -3.4521 -5.1325 -2.3315  0.29
H -2.5650 -6.1797 -1.2223  0.41
H -1.7541 -4.8059 -1.9752  0.27
H -2.0654 -3.6741 2.1204  0.27
H -0.9341 -4.3156 0.9370  0.27
H -2.0952 -5.3944 1.7252  0.39

ΔE to the lowest compared entry with this formula, charge and spin	0.909	eV
HOMO	-7.4	eV
largest force on an atom	0.01366	hartree/bohr
orbital gap	6.88	eV
net charge	0
molecular weight	1029.285	g mol⁻¹
DFT total energy	-6906.61574	Ha

***

# 2
This record from the Open Molecules 2025 dataset describes one molecule with the formula C5H7NO. The level of theory is the ωB97M-V functional and the def2-TZVPD basis.

Each line ends with the Mulliken charge.
Element x y z (Å)
C -1.7343 0.1370 0.2260  -1.26
C -0.2496 -0.1190 0.0539  0.97
N 0.1839 -1.5796 -0.0112  -0.52
C 0.7897 0.6729 0.7772  -0.27
C 1.8028 1.2117 0.1056  -0.67
C 0.1924 -0.8349 -1.1528  0.16
O 0.4044 -0.8799 -2.3322  -0.54
H -1.9994 1.1746 0.0029  0.32
H -2.0545 -0.0858 1.2511  0.32
H -2.3070 -0.5036 -0.4549  0.37
H -0.4823 -2.3303 0.1333  0.30
H 0.7672 0.6550 1.8670  0.32
H 2.6822 1.6197 0.5926  0.27
H 1.7937 1.2143 -0.9826  0.24

ΔE to the lowest compared entry with this formula, charge and spin	2.216	eV
HOMO	-9.5	eV
SMILES	C=C[C@]1(C)NC1=O
largest force on an atom	0.01088	hartree/bohr
orbital gap	10.40	eV
net charge	0
molecular weight	97.117	g mol⁻¹
DFT total energy	-324.64304	Ha

***

# 3
This record from the Open Molecules 2025 dataset describes C15H26BrClF3NO3Ta as an isolated structure. The level of theory is the ωB97M-V functional and the def2-TZVPD basis.

Each line ends with the Mulliken charge.
Element x y z (Å)
C -0.2662 -1.6268 3.6948  -0.80
C -1.4973 -0.7124 3.6716  -0.67
C -1.7329 0.0591 2.3584  -0.72
C -1.5031 -0.7611 1.0682  1.43
C -2.8759 -1.0715 0.4340  -1.72
Ta -0.1144 0.3499 -0.3819  -0.55
Cl 1.3390 0.7937 1.4546  -0.38
Br -1.6203 -0.1171 -2.4613  -0.46
C 1.5426 1.1100 -1.7345  -0.82
C 2.9991 0.6401 -1.4886  -0.16
C 3.6323 -0.1261 -2.6237  0.28
N 3.4072 0.3833 -3.9320  -0.56
O 4.3147 -1.1115 -2.4550  -0.60
C -1.1489 2.3670 -0.2301  -1.12
C -1.5622 3.0802 -1.5320  -0.28
C -1.7105 4.5638 -1.3941  0.18
F -2.7265 5.1203 -2.1130  -0.32
C -1.0276 5.3950 -0.6190  0.29
F 0.2909 5.3911 -0.4708  -0.22
F -1.5623 6.3637 0.1195  -0.25
C 0.6916 -1.7566 -0.7802  -1.00
O 1.3880 -2.2956 0.3842  -0.04
C 1.7390 -3.5978 0.2205  0.64
C 0.7937 -4.5773 0.8869  -0.89
O 2.7069 -3.9537 -0.3944  -0.58
H -0.5605 -2.6526 3.4555  0.15
H 0.1723 -1.6787 4.6914  0.43
H 0.4748 -1.3488 2.9491  0.10
H -1.3621 0.0395 4.4562  0.32
H -2.3993 -1.2579 3.9582  0.35
H -2.7870 0.3593 2.3568  0.39
H -1.1741 0.9954 2.3898  0.31
H -1.0479 -1.7342 1.2691  -0.43
H -2.8045 -1.8032 -0.3686  0.37
H -3.3989 -0.1722 0.1050  0.32
H -3.5113 -1.5325 1.2060  0.50
H 1.5113 2.1989 -1.5941  0.36
H 1.2797 0.9373 -2.7780  0.40
H 3.6374 1.5157 -1.3323  0.53
H 3.1158 0.0103 -0.6083  0.12
H 4.0584 -0.1001 -4.5412  0.32
H 2.4637 0.1849 -4.2401  0.26
H -0.5157 3.0203 0.3770  0.63
H -2.0699 2.1869 0.3410  0.34
H -2.5517 2.7354 -1.8329  0.43
H -0.8857 2.8275 -2.3534  0.29
H 1.3369 -1.7950 -1.6644  0.47
H -0.1695 -2.4042 -0.9990  0.60
H 0.0874 -4.0609 1.5320  0.14
H 0.2309 -5.0733 0.0961  0.27
H 1.3723 -5.3075 1.4472  0.35

HOMO	-5.0	eV
largest force on an atom	0.02592	hartree/bohr
orbital gap	7.43	eV
net charge	-1
molecular weight	621.676	g mol⁻¹
DFT total energy	-4258.45162	Ha

***

# 4
This record from the Open Molecules 2025 dataset describes a 7-piece molecular cluster, C30H40F6O23 overall. The level of theory is the ωB97M-V functional and the def2-TZVPD basis.

Each line ends with the Mulliken charge.
Element x y z (Å)
C -0.1352 -4.7266 -0.8169  -0.87
C -0.9423 -4.5850 -2.0836  0.84
O -0.5762 -5.0484 -3.1594  -0.63
O -2.1365 -3.9060 -1.9889  -0.40
C -1.9812 -2.5181 -1.6400  0.19
C -2.0990 -1.6256 -2.8570  -0.83
C -2.6169 -0.2013 -2.5719  -0.29
C -2.2192 0.3988 -1.2189  -0.66
C -0.8040 0.9884 -1.1884  -0.85
C 0.2914 -0.0353 -0.9195  0.24
C 1.6629 0.5817 -0.7036  -0.72
C 2.7681 -0.3634 -1.1713  -0.46
C 4.1142 0.3021 -1.1928  0.41
O 4.2621 1.4857 -1.4248  -0.64
O 5.2092 -0.5022 -0.9661  -0.31
C 5.9295 -0.7721 -2.1652  -0.03
O 7.0825 -1.4705 -1.8525  -0.53
H 0.5409 -3.8769 -0.7678  0.10
H -0.7769 -4.6472 0.0547  0.33
H 0.4186 -5.6519 -0.8371  0.42
H -2.7254 -2.2924 -0.8836  0.32
H -1.0208 -2.3566 -1.1575  -0.23
H -1.1798 -1.5936 -3.4349  0.28
H -2.8193 -2.1148 -3.5116  0.53
H -3.6845 -0.1225 -2.7099  -0.23
H -2.1765 0.4514 -3.3235  0.26
H -2.8873 1.2360 -1.0427  0.42
H -2.3705 -0.2789 -0.3828  0.25
H -0.6100 1.5555 -2.0968  0.35
H -0.8045 1.7227 -0.3796  0.29
H -0.0159 -0.6440 -0.0729  0.29
H 0.3242 -0.7013 -1.7840  0.02
H 1.8283 0.7882 0.3519  0.25
H 1.7591 1.5333 -1.2178  0.59
H 2.5697 -0.6649 -2.1994  0.52
H 2.7813 -1.2370 -0.5279  0.03
H 6.2366 0.1619 -2.6294  0.10
H 5.3018 -1.3394 -2.8586  0.29
H 6.8746 -2.0699 -1.1313  0.32
C -3.7952 -6.2978 -1.0778  0.15
C -3.5959 -7.6996 -0.5543  0.34
O -4.3609 -7.6914 0.6374  -0.33
C -5.3647 -6.7791 0.4729  0.59
O -6.3203 -6.6992 1.1628  -0.50
O -5.1100 -5.9884 -0.5965  -0.35
F -2.2964 -7.9497 -0.2498  -0.28
H -3.0804 -5.6024 -0.6480  -0.13
H -3.7519 -6.2302 -2.1611  0.26
H -3.9630 -8.4895 -1.2118  0.27
C -7.8147 0.8319 -3.7844  -0.45
C -7.9320 0.3234 -2.3657  0.31
O -6.5937 0.4021 -1.9064  -0.29
C -5.9789 1.3998 -2.6021  0.68
O -4.9448 1.8879 -2.3034  -0.47
O -6.7194 1.7486 -3.6813  -0.32
F -8.3487 -0.9634 -2.3170  -0.27
H -7.5545 0.0279 -4.4739  0.29
H -8.7093 1.3368 -4.1379  0.26
H -8.5692 0.9278 -1.7180  0.28
C 2.8001 -1.6786 4.3190  -0.53
C 1.9140 -0.4978 4.0047  0.43
O 1.7034 -0.6383 2.6091  -0.16
C 1.8052 -1.9633 2.3149  0.35
O 1.4462 -2.4471 1.2945  -0.40
O 2.3674 -2.6368 3.3400  -0.37
F 2.5323 0.6841 4.2410  -0.28
H 3.8520 -1.4422 4.1553  0.29
H 2.6668 -2.0592 5.3274  0.28
H 0.9506 -0.5072 4.5180  0.29
C -0.2596 2.7952 6.0097  0.22
C -1.3490 1.8964 6.5490  0.23
O -0.6491 0.6783 6.7658  -0.32
C 0.6512 0.9968 7.0202  0.65
O 1.4492 0.2445 7.4697  -0.54
O 0.9060 2.2733 6.6728  -0.33
F -2.3351 1.6856 5.6491  -0.27
H -0.1471 2.6851 4.9391  -0.20
H -0.4045 3.8442 6.2541  0.30
H -1.7934 2.2272 7.4895  0.28
C 5.4016 4.3149 -2.6863  -0.06
C 6.0096 3.9309 -4.0130  0.40
O 6.8158 5.0550 -4.3173  -0.34
C 7.1870 5.6256 -3.1331  0.63
O 8.0517 6.4211 -3.0111  -0.50
O 6.4288 5.1408 -2.1207  -0.31
F 5.0730 3.7770 -4.9830  -0.29
H 4.4931 4.9047 -2.8180  0.21
H 5.1877 3.4615 -2.0516  0.06
H 6.6359 3.0375 -3.9823  0.27
C 1.9715 5.1641 2.6095  -0.40
C 1.0165 6.3213 2.4214  0.31
O -0.2310 5.6618 2.2656  -0.34
C -0.1561 4.4817 2.9339  0.65
O -1.0831 3.7995 3.2156  -0.50
O 1.1300 4.1910 3.2420  -0.23
F 1.2888 7.0330 1.3048  -0.29
H 2.3216 4.7757 1.6527  0.27
H 2.8250 5.4043 3.2369  0.26
H 0.9570 7.0030 3.2715  0.28

HOMO	-10.3	eV
SMILES	CC(=O)OCCCCCCCCC(=O)OCO.O=C1OC[C@@H](F)O1.O=C1OC[C@@H](F)O1.O=C1OC[C@@H](F)O1.O=C1OC[C@@H](F)O1.O=C1OC[C@@H](F)O1.O=C1OC[C@@H](F)O1
largest force on an atom	0.04640	hartree/bohr
orbital gap	10.54	eV
net charge	0
molecular weight	882.615	g mol⁻¹
DFT total energy	-3496.93473	Ha